Formula: C5H10NOS
Source: OMol25
Level of theory: the ωB97M-V functional and the def2-TZVPD basis

The value obtained for the HOMO-LUMO gap is 8.19 eV. Its net charge is +1. As for the multiplicity: 1. The calculation puts the total energy at -19707.7573 eV. The calculation puts the relative energy (zero: lowest compared OMol25 entry of this formula, charge and spin) at 498.0 kJ/mol.

Last column: Löwdin charge in e.
Positions of all 18 atoms, in Å:
S  2.111  -0.272  -0.663  1.095
O  -0.036  2.245  -0.392  0.171
N  0.343  1.154  -0.276  -0.215
C  -0.309  0.133  0.426  -0.362
C  -1.334  -0.462  -0.655  -0.144
C  -2.706  0.043  -0.276  -0.095
C  0.897  -0.811  0.684  -0.260
C  3.535  0.001  0.101  -0.248
H  0.736  -1.915  0.383  0.118
H  -1.074  0.148  -1.481  0.095
H  -3.276  -0.281  0.609  0.098
H  4.384  0.234  -0.597  0.065
H  -2.660  1.171  -0.275  0.107
H  -3.486  -0.080  -0.975  0.064
H  -0.956  0.634  1.198  0.178
H  -1.037  -1.533  -0.762  0.130
H  3.557  0.203  1.187  0.061
H  1.310  -0.612  1.763  0.141

Formula: H11O5
Source: OMol25
Level of theory: the ωB97M-V functional and the def2-TZVPD basis

The value obtained for the HOMO-LUMO gap is 12.79 eV. Its net charge is +1. As for the multiplicity: 1. The calculation puts the total energy at -10409.9316 eV. The calculation puts the relative energy (zero: lowest compared OMol25 entry of this formula, charge and spin) at 52.8 kJ/mol.

Last column: Löwdin charge in e.
Positions of all 16 atoms, in Å:
O  1.224  1.476  0.823  -0.020
O  1.563  -1.517  1.195  -0.038
O  -0.771  0.040  -0.132  0.171
O  1.046  -0.991  -1.537  -0.028
O  -3.076  1.033  -0.330  0.018
H  1.741  2.282  0.918  0.089
H  -3.479  1.791  0.111  0.103
H  -1.703  0.466  -0.133  0.081
H  -0.330  -0.576  -0.782  0.098
H  2.274  -1.379  1.836  0.075
H  -3.788  0.382  -0.440  0.107
H  1.808  0.786  0.497  0.041
H  1.687  -1.391  -0.930  0.052
H  -0.131  0.611  0.366  0.079
H  0.818  -1.564  1.807  0.068
H  1.215  -1.521  -2.340  0.105

Formula: C22H17ClF3N5O6S
Source: OMol25
Level of theory: the ωB97M-V functional and the def2-TZVPD basis

The value obtained for the HOMO-LUMO gap is 5.45 eV. As for the multiplicity: 1. The calculation puts the total energy at -74323.5492 eV.

Last column: Löwdin charge in e.
Positions of all 55 atoms, in Å:
Cl  2.935  3.930  -3.197  0.665
S  -2.675  1.232  1.383  0.795
F  -1.509  2.350  3.485  0.123
F  -3.557  1.629  3.884  0.135
F  -3.233  3.449  2.669  0.136
O  1.373  -3.038  3.372  0.017
O  -2.702  -4.053  4.745  0.068
O  -4.091  -2.372  4.421  0.003
O  -1.732  1.998  0.579  -0.310
O  2.357  -1.228  2.296  0.031
O  -4.000  0.931  0.888  -0.256
N  0.093  -3.501  3.682  0.156
N  1.345  -1.926  2.454  -0.142
N  -0.400  -0.075  -1.860  -0.027
N  -3.001  -2.980  4.194  -0.320
N  1.583  -0.803  -1.064  -0.013
C  -2.573  -1.081  2.809  0.020
C  1.233  -1.590  -2.140  -0.159
C  1.972  4.227  -0.582  -0.060
C  -0.459  -0.502  1.593  -0.064
C  -0.730  -2.664  2.962  -0.132
C  -2.761  2.226  2.970  -0.606
C  1.655  -2.686  -4.229  -0.078
C  0.008  -1.135  -2.633  -0.160
C  1.016  1.577  -0.627  -0.159
C  2.987  -0.618  -0.717  -0.002
C  2.073  -2.361  -2.945  -0.012
C  -0.387  -1.414  -3.940  -0.008
C  -2.097  -2.328  3.260  -0.086
C  0.010  -1.769  2.124  -0.079
C  1.675  2.099  -1.738  -0.078
C  0.521  0.158  -0.759  -0.140
C  -1.408  0.853  -2.306  -0.007
C  1.320  3.671  0.529  -0.038
C  0.427  -2.223  -4.725  -0.076
C  2.149  3.413  -1.726  -0.626
C  0.898  2.352  0.520  -0.045
C  -1.867  -0.260  1.916  -0.263
H  -0.134  -0.201  0.331  0.104
H  2.971  -0.638  0.374  0.066
H  2.348  5.252  -0.623  0.113
H  -2.199  0.275  -2.803  0.099
H  1.153  4.295  1.396  0.115
H  2.309  -3.262  -4.882  0.108
H  0.131  -2.452  -5.747  0.108
H  0.473  1.927  1.417  0.075
H  -3.563  -0.752  3.184  0.133
H  3.053  -2.622  -2.580  0.099
H  -1.273  -0.930  -4.317  0.103
H  0.294  0.454  1.833  0.162
H  -1.081  1.668  -2.994  0.118
H  3.501  0.300  -1.108  0.113
H  3.549  -1.508  -1.052  0.091
H  -1.803  1.258  -1.378  0.063
H  1.819  1.449  -2.599  0.127

Formula: C3H8N2O
Source: OMol25
Level of theory: the ωB97M-V functional and the def2-TZVPD basis

The value obtained for the HOMO-LUMO gap (alpha / beta) is 7.62 / 8.70 eV. As for the multiplicity: 1. The calculation puts the total energy at -8263.7648 eV. The calculation puts the relative energy (zero: lowest compared OMol25 entry of this formula, charge and spin) at 536.6 kJ/mol.

Last column: Löwdin charge in e.
Positions of all 14 atoms, in Å:
O  2.704  0.389  -0.597  -0.154
N  -1.623  0.575  -0.912  0.076
N  1.678  -0.341  -0.412  -0.140
C  -0.379  0.941  -0.377  -0.169
C  0.392  0.215  0.515  -0.384
C  -0.150  -1.074  1.079  -0.071
H  0.721  -1.359  1.607  0.066
H  -0.014  1.919  -0.800  0.134
H  -2.078  -0.173  -0.406  0.077
H  -0.378  -1.695  0.209  0.082
H  -2.211  1.182  -1.411  0.069
H  1.343  -0.601  -1.434  0.151
H  1.045  0.705  1.294  0.153
H  -1.048  -0.684  1.645  0.108

Formula: C2H2Cl2O2S
Source: OMol25
Level of theory: the ωB97M-V functional and the def2-TZVPD basis

The value obtained for the HOMO-LUMO gap (alpha / beta) is 7.70 / 8.05 eV. As for the multiplicity: 3. The calculation puts the total energy at -42076.7617 eV. The calculation puts the relative energy (zero: lowest compared OMol25 entry of this formula, charge and spin) at 51.2 kJ/mol. As for the expectation value of S²: 2.008.

Last column: Löwdin charge in e.
Positions of all 9 atoms, in Å:
Cl  0.806  1.927  -1.728  0.696
Cl  -1.592  2.008  -0.085  0.682
S  1.482  -0.706  0.550  0.866
O  1.073  0.702  0.781  -0.572
O  -0.750  -0.133  -1.133  -0.083
C  -0.463  1.019  -0.955  -1.317
C  0.123  -1.488  0.818  -0.299
H  -0.065  -2.492  0.668  0.027
H  -0.614  -0.837  1.083  0.000

Formula: C4H10ClNSi2
Source: OMol25
Level of theory: the ωB97M-V functional and the def2-TZVPD basis

The value obtained for the HOMO-LUMO gap is 10.37 eV. As for the multiplicity: 1. The calculation puts the total energy at -34078.1609 eV. The calculation puts the relative energy (zero: lowest compared OMol25 entry of this formula, charge and spin) at 2.5 kJ/mol.

Last column: Löwdin charge in e.
Positions of all 18 atoms, in Å:
Cl  1.078  0.159  3.160  0.316
Si  -0.464  0.788  2.039  0.028
Si  1.522  0.947  -0.514  0.586
N  -0.105  0.906  0.331  -0.288
C  0.972  0.875  -2.333  -0.335
C  1.327  -0.039  -3.180  -0.089
C  -1.905  -0.478  2.278  -0.285
C  -1.906  -1.800  2.081  -0.062
H  2.446  1.887  0.155  -0.048
H  -2.699  -2.443  2.044  0.017
H  -0.824  0.547  -0.249  -0.001
H  -0.938  2.185  2.388  -0.025
H  2.074  -0.665  -2.762  0.012
H  0.387  1.690  -2.591  0.017
H  -2.768  0.007  2.819  0.056
H  2.117  -0.377  -0.572  -0.049
H  -0.936  -2.268  2.000  0.048
H  0.931  -0.132  -4.270  0.101

Formula: C3H11NO2
Source: OMol25
Level of theory: the ωB97M-V functional and the def2-TZVPD basis

The value obtained for the HOMO-LUMO gap is 3.79 eV. As for the multiplicity: 1. The calculation puts the total energy at -8866.3231 eV. The calculation puts the relative energy (zero: lowest compared OMol25 entry of this formula, charge and spin) at 787.9 kJ/mol.

Last column: Löwdin charge in e.
Positions of all 17 atoms, in Å:
O  2.250  -0.247  -1.442  -0.077
O  2.240  0.048  1.073  -0.251
N  -0.934  -0.066  -1.846  0.236
C  -0.386  -0.791  1.247  -0.084
C  -0.612  0.485  0.470  -0.274
C  -1.570  0.450  -0.677  -0.295
H  -1.573  -0.753  -2.233  0.071
H  2.668  0.846  1.387  -0.015
H  -1.799  1.564  -0.721  0.180
H  2.261  -0.278  -0.453  -0.053
H  1.361  -0.268  -1.777  -0.035
H  -0.406  -0.436  2.264  0.075
H  0.706  -0.960  1.005  0.064
H  0.358  0.753  -0.180  0.130
H  -1.109  -1.560  1.051  0.074
H  -2.502  -0.072  -0.335  0.129
H  -0.953  1.287  1.167  0.123

Formula: CH3NO2S2
Source: OMol25
Level of theory: the ωB97M-V functional and the def2-TZVPD basis

The value obtained for the HOMO-LUMO gap (alpha / beta) is 7.42 / 7.42 eV. As for the multiplicity: 1. The calculation puts the total energy at -28339.6654 eV. The calculation puts the relative energy (zero: lowest compared OMol25 entry of this formula, charge and spin) at 73.0 kJ/mol.

Last column: Löwdin charge in e.
Positions of all 9 atoms, in Å:
S  -1.583  2.673  -0.018  0.665
S  3.570  -0.711  0.488  0.543
O  -2.617  -0.714  0.828  0.187
O  -0.368  -0.710  0.325  0.148
N  -1.729  1.302  -0.784  -0.469
C  -1.515  -0.709  0.503  -0.519
H  3.633  -1.794  -0.221  -0.245
H  -1.709  1.474  -1.796  -0.008
H  2.317  -0.811  0.676  -0.303

Copy entry 6 word for word.
Formula: C4H10ClNSi2
Source: OMol25
Level of theory: the ωB97M-V functional and the def2-TZVPD basis

The value obtained for the HOMO-LUMO gap is 10.37 eV. As for the multiplicity: 1. The calculation puts the total energy at -34078.1609 eV. The calculation puts the relative energy (zero: lowest compared OMol25 entry of this formula, charge and spin) at 2.5 kJ/mol.

Last column: Löwdin charge in e.
Positions of all 18 atoms, in Å:
Cl  1.078  0.159  3.160  0.316
Si  -0.464  0.788  2.039  0.028
Si  1.522  0.947  -0.514  0.586
N  -0.105  0.906  0.331  -0.288
C  0.972  0.875  -2.333  -0.335
C  1.327  -0.039  -3.180  -0.089
C  -1.905  -0.478  2.278  -0.285
C  -1.906  -1.800  2.081  -0.062
H  2.446  1.887  0.155  -0.048
H  -2.699  -2.443  2.044  0.017
H  -0.824  0.547  -0.249  -0.001
H  -0.938  2.185  2.388  -0.025
H  2.074  -0.665  -2.762  0.012
H  0.387  1.690  -2.591  0.017
H  -2.768  0.007  2.819  0.056
H  2.117  -0.377  -0.572  -0.049
H  -0.936  -2.268  2.000  0.048
H  0.931  -0.132  -4.270  0.101

Copy entry 7 word for word.
Formula: C3H11NO2
Source: OMol25
Level of theory: the ωB97M-V functional and the def2-TZVPD basis

The value obtained for the HOMO-LUMO gap is 3.79 eV. As for the multiplicity: 1. The calculation puts the total energy at -8866.3231 eV. The calculation puts the relative energy (zero: lowest compared OMol25 entry of this formula, charge and spin) at 787.9 kJ/mol.

Last column: Löwdin charge in e.
Positions of all 17 atoms, in Å:
O  2.250  -0.247  -1.442  -0.077
O  2.240  0.048  1.073  -0.251
N  -0.934  -0.066  -1.846  0.236
C  -0.386  -0.791  1.247  -0.084
C  -0.612  0.485  0.470  -0.274
C  -1.570  0.450  -0.677  -0.295
H  -1.573  -0.753  -2.233  0.071
H  2.668  0.846  1.387  -0.015
H  -1.799  1.564  -0.721  0.180
H  2.261  -0.278  -0.453  -0.053
H  1.361  -0.268  -1.777  -0.035
H  -0.406  -0.436  2.264  0.075
H  0.706  -0.960  1.005  0.064
H  0.358  0.753  -0.180  0.130
H  -1.109  -1.560  1.051  0.074
H  -2.502  -0.072  -0.335  0.129
H  -0.953  1.287  1.167  0.123